{"formula": "C39H102N12O15", "method": "ωB97M-V/def2-TZVPD", "species": ["O", "O", "O", "O", "O", "O", "O", "O", "O", "O", "O", "O", "O", "O", "O", "N", "N", "N", "N", "N", "N", "N", "N", "N", "N", "N", "N", "C", "C", "C", "C", "C", "C", "C", "C", "C", "C", "C", "C", "C", "C", "C", "C", "C", "C", "C", "C", "C", "C", "C", "C", "C", "C", "C", "C", "C", "C", "C", "C", "C", "C", "C", "C", "C", "C", "C", "H", "H", "H", "H", "H", "H", "H", "H", "H", "H", "H", "H", "H", "H", "H", "H", "H", "H", "H", "H", "H", "H", "H", "H", "H", "H", "H", "H", "H", "H", "H", "H", "H", "H", "H", "H", "H", "H", "H", "H", "H", "H", "H", "H", "H", "H", "H", "H", "H", "H", "H", "H", "H", "H", "H", "H", "H", "H", "H", "H", "H", "H", "H", "H", "H", "H", "H", "H", "H", "H", "H", "H", "H", "H", "H", "H", "H", "H", "H", "H", "H", "H", "H", "H", "H", "H", "H", "H", "H", "H", "H", "H", "H", "H", "H", "H", "H", "H", "H", "H", "H", "H"], "coordinates": [[4.899223, 8.903111, 9.744599], [2.319012, 3.318209, 5.614735], [4.493947, 9.620971, 14.120017], [-6.715263, 2.181166, 6.861702], [-0.973923, 7.231033, 12.646118], [-1.302737, 4.238245, 9.843789], [0.052526, 11.097946, 10.426839], [1.820291, 14.580725, 4.766083], [1.079770, 3.120220, 12.191386], [-3.036716, 5.466671, 7.292494], [2.822252, 10.809092, 6.840668], [5.942763, -1.904991, 3.767840], [6.241200, 14.046707, 18.857727], [2.443934, 6.104706, 9.009071], [7.433310, 4.540475, 12.317794], [-1.895247, 2.650814, 8.337857], [4.999520, 7.036266, 8.410588], [3.963209, 12.805037, 4.872224], [0.701485, 6.376373, 10.407811], [4.328735, 0.509158, 4.402832], [6.670565, 8.588151, 8.350051], [4.556274, 4.365132, 12.513963], [-0.291373, 2.196330, 9.934235], [-5.509315, 4.421471, 8.113496], [6.061011, 10.804023, 17.198811], [2.492158, 7.785539, 10.579058], [0.674533, 9.368283, 12.384609], [1.406751, 11.073306, 10.853652], [6.370372, 13.147127, 17.773680], [4.149714, 14.223245, 4.555318], [6.612302, 5.711186, 12.412713], [1.718965, 3.776459, 6.838364], [5.893748, 11.767835, 18.250004], [4.901411, -1.426484, 2.933163], [-1.996251, 6.267010, 6.794774], [3.071443, 15.124758, 5.155966], [-2.222566, 6.571994, 12.765778], [0.663385, 8.707373, 13.680770], [4.187422, 11.014954, 6.560746], [-7.403313, 2.937260, 7.839840], [2.966149, 2.052706, 5.707139], [-0.556816, 7.821278, 13.865563], [4.731477, 8.517137, 13.271110], [6.551148, 15.365735, 18.504738], [1.947212, 6.718430, 9.972261], [3.140638, 4.389015, 12.164175], [-3.840323, 6.136351, 8.258938], [-6.493485, 3.618715, 8.852276], [5.476031, 8.211286, 8.905948], [5.351098, 9.663379, 15.215770], [8.646130, 4.700750, 13.019083], [5.305217, 5.360744, 11.761136], [2.488787, 9.452973, 7.104287], [-1.129194, 3.110433, 9.377549], [-6.246390, 0.949872, 7.337848], [5.045048, 10.813452, 16.149454], [3.579682, 1.751418, 4.352265], [-4.585568, 5.076928, 9.052255], [4.797738, 0.086799, 3.084371], [2.426839, 3.129567, 12.607783], [4.336209, 12.492214, 6.244031], [-0.051696, 11.156314, 9.027768], [0.220011, 3.898375, 13.003227], [5.572258, -3.026672, 4.546674], [0.737306, 15.047068, 5.523720], [1.500739, 10.554466, 12.267366], [0.577533, 11.944949, 8.595943], [-1.394697, 8.393130, 14.282930], [4.683926, 6.247274, 11.593291], [5.818986, 0.454530, 2.928450], [3.805890, 13.032747, 7.047064], [4.565737, 10.473036, 5.681690], [-7.072386, 0.272446, 7.608469], [4.768034, -2.756618, 5.242778], [3.317029, 8.215901, 10.150314], [2.692614, 5.331974, 12.493876], [1.971281, 10.369886, 10.228977], [5.146584, 14.566621, 4.832820], [4.179313, 0.484640, 2.268299], [9.397764, 4.007254, 12.642616], [5.348855, 6.659275, 7.546622], [-3.070475, 7.261982, 12.761754], [5.236488, -3.843773, 3.902437], [-3.840849, 4.377110, 9.455802], [-1.789325, 1.713546, 8.004437], [5.673362, 15.895842, 18.111876], [2.548448, 10.314625, 12.464533], [5.300623, 8.732613, 15.810105], [-2.229207, 5.967562, 13.680014], [-2.295421, 5.901372, 11.908021], [-1.095234, 11.390277, 8.822087], [3.300006, 8.788999, 6.804698], [6.417901, 9.729104, 14.950793], [7.404519, 13.139942, 17.404497], [1.816431, 12.078805, 10.714182], [-5.786019, 0.439058, 6.489122], [-0.305670, 1.233663, 9.658471], [0.048822, 4.881251, 12.566737], [-4.994430, 3.819094, 7.484806], [4.912270, 3.441841, 12.294382], [5.113344, 11.764680, 15.621119], [4.063255, 14.295661, 3.468829], [7.356107, 15.413726, 17.768417], [-7.144394, 4.288086, 9.412259], [0.287647, 2.531351, 10.703162], [-1.499334, 5.674531, 6.023471], [5.769082, 13.499391, 16.922474], [0.648643, 9.502018, 14.443685], [7.148302, 9.400895, 8.685852], [1.992047, 8.221592, 11.352151], [-1.208777, 6.425970, 7.543724], [1.749766, 4.861243, 6.798387], [-5.950942, 2.875989, 9.451852], [6.815057, 15.908345, 19.412686], [-0.323960, 7.035243, 14.596189], [4.902446, 12.017991, 18.659474], [2.980227, 4.438936, 11.071096], [5.580530, 8.713539, 12.608285], [2.955368, 12.658352, 4.852177], [-4.473047, 6.877180, 7.766740], [2.267291, 9.296016, 8.163918], [4.053434, 10.735872, 16.614740], [0.558607, 4.020423, 14.036296], [1.163732, 11.283497, 13.024376], [-0.238202, 9.479632, 11.968617], [8.485603, 4.490170, 14.082354], [0.233199, 10.224570, 8.532378], [3.103783, 15.224721, 6.244629], [-0.133538, 14.505794, 5.155760], [6.529562, 11.545562, 19.107949], [3.948486, -1.879085, 3.226840], [5.169417, -1.591905, 1.886073], [-5.072178, 5.496522, 9.932678], [2.151816, 1.329297, 5.873994], [-5.550815, 0.971583, 8.181650], [0.685399, 3.434200, 6.713482], [7.145566, 7.895257, 7.799682], [-3.152408, 6.639804, 8.956835], [2.507988, 3.019068, 13.699338], [2.936399, 2.241605, 12.223626], [1.601182, 8.155255, 13.801768], [6.434587, -3.309172, 5.144745], [-2.524997, 3.352066, 7.983907], [2.729995, 1.739169, 3.656685], [4.774131, 7.569111, 13.812633], [4.293718, 2.545146, 4.126699], [3.692510, 2.140460, 6.518216], [-2.331932, 7.220790, 6.381203], [-0.736836, 3.372576, 13.049002], [0.834056, 14.831753, 6.595765], [1.572989, 9.209275, 6.561108], [6.316123, 9.891123, 17.540297], [4.824394, 10.700005, 7.395804], [2.198503, 3.432519, 7.753832], [5.371968, 12.819636, 6.412068], [3.788668, -0.253575, 4.797094], [4.062042, 6.711514, 8.688385], [0.565687, 16.125483, 5.429657], [9.048822, 5.711624, 12.885251], [3.176578, 16.116782, 4.696004], [7.138975, 6.476627, 11.822054], [-8.230803, 2.357997, 8.270701], [0.192346, 5.710009, 9.844941], [5.527234, 5.057456, 10.727092], [3.888077, 8.466891, 12.583308], [0.300723, 6.692911, 11.280757], [-7.904006, 3.740368, 7.290312], [6.563533, 6.063878, 13.447139]], "atomic_forces_ev_per_a": [[0.18, -0.09, 0.00], [0.90, 0.27, 0.07], [-0.22, 0.04, 0.09], [0.21, 0.09, 0.37], [0.11, 0.24, 0.17], [0.47, -0.02, -0.29], [0.21, -0.12, 0.36], [0.22, -0.01, 0.17], [0.27, -0.23, 0.56], [-0.50, -0.07, 0.04], [-0.11, -0.45, -0.14], [-0.02, -0.19, 0.10], [0.10, -0.35, 0.01], [0.41, 0.40, 0.14], [0.03, 0.05, 0.15], [0.46, 0.58, 0.63], [-0.23, 0.11, 0.39], [-0.28, 0.25, 0.79], [0.35, -0.27, -0.16], [-0.05, -0.46, -0.43], [-0.24, -0.29, -0.10], [-0.38, -0.01, 0.05], [0.16, 0.62, -0.04], [-0.76, 0.25, 1.26], [0.01, 0.13, -0.04], [0.69, -0.20, 0.10], [0.36, -0.96, -0.37], [-0.11, -0.20, -0.50], [-0.04, 0.21, -0.23], [-0.55, -0.36, -0.17], [0.95, -0.33, -0.68], [-0.48, -0.21, -1.55], [0.81, 1.66, 0.14], [0.24, 0.93, 0.37], [0.82, -0.57, -0.14], [-0.03, 0.19, -0.60], [0.34, -0.46, -0.17], [0.10, 0.93, -0.44], [0.50, 0.53, -0.26], [-0.54, 0.55, -0.45], [-0.98, 0.97, -0.15], [-0.25, -0.06, 0.24], [-0.52, 0.48, -0.65], [-0.42, 0.51, 0.20], [-1.58, -0.12, -0.28], [0.12, 0.09, -1.27], [1.16, -0.11, 0.91], [0.39, -0.48, -1.29], [0.17, -0.10, -0.65], [0.57, -0.35, 0.72], [-0.06, -0.05, 0.08], [-0.17, 0.33, -0.33], [-0.20, 0.13, 0.02], [-0.87, -0.63, 0.43], [-0.39, -1.12, -0.52], [0.25, -0.10, 0.59], [0.11, -0.05, 0.93], [0.38, -0.11, -1.30], [0.53, -0.13, 0.12], [0.44, 0.33, 0.87], [0.95, 0.17, 0.90], [-0.25, 0.37, -0.27], [-0.72, 0.03, -0.04], [-0.09, 0.47, -0.07], [-0.43, -0.12, 0.11], [-0.74, 0.20, 0.57], [-0.01, 0.05, 0.11], [0.03, 0.14, -0.08], [0.03, 0.08, 0.44], [-0.10, 0.20, -0.05], [-0.38, 0.07, -0.32], [-0.47, -0.26, -0.02], [-0.09, 0.30, 0.24], [-0.07, -0.10, -0.04], [-0.02, -0.04, 0.53], [-0.12, -0.24, 0.55], [-0.02, 0.16, -0.15], [0.03, -0.07, 0.10], [-0.11, -0.06, 0.05], [-0.20, -0.14, -0.11], [0.13, 0.09, 0.06], [0.11, 0.14, 0.11], [0.08, -0.18, 0.14], [0.05, 0.06, 0.02], [-0.24, 0.10, -0.36], [0.01, -0.17, -0.28], [-0.01, 0.02, 0.17], [-0.28, -0.06, -0.15], [-0.18, 0.01, -0.01], [-0.09, 0.02, 0.01], [0.02, -0.09, -0.19], [-0.10, -0.13, -0.04], [-0.13, 0.19, -0.41], [0.06, -0.24, 0.20], [0.27, -0.06, 0.24], [0.30, 0.22, 0.10], [0.13, 0.01, -0.01], [0.08, 0.04, -0.03], [0.02, 0.05, -0.09], [0.22, 0.06, 0.09], [-0.12, -0.03, -0.12], [0.06, 0.19, -0.01], [0.13, 0.06, 0.07], [0.25, -0.10, 0.50], [-0.04, -0.34, -0.09], [-0.20, 0.17, -0.22], [-0.15, -0.06, 0.08], [0.02, -0.38, 0.38], [0.04, 0.01, 0.09], [-0.19, 0.17, -0.47], [-0.29, 0.26, 0.23], [-0.03, 0.03, 0.22], [-0.44, 0.07, 0.55], [0.28, -0.11, -0.02], [-0.02, -0.01, 0.00], [-0.33, -0.88, -0.25], [0.18, -0.08, -0.01], [0.35, -0.33, 0.34], [0.05, -0.16, -0.46], [-0.25, -0.10, 0.07], [0.27, 0.04, 0.04], [-0.19, -0.08, -0.39], [0.37, -0.16, -0.11], [0.28, 0.25, -0.19], [0.00, 0.14, 0.03], [0.14, 0.20, 0.05], [-0.07, -0.14, 0.19], [0.19, -0.11, 0.05], [-0.09, 0.15, 0.03], [-0.04, -0.37, -0.05], [-0.03, -0.20, -0.35], [-0.29, -0.48, -0.01], [-0.44, 0.18, -0.30], [0.48, -0.40, 0.53], [0.07, 0.37, -0.05], [-0.15, 0.13, 0.95], [0.33, 0.29, 0.05], [-0.12, 0.20, -0.09], [-0.25, 0.09, -0.01], [-0.18, 0.08, -0.41], [-0.06, -0.10, 0.07], [0.07, -0.14, -0.14], [-0.12, -0.21, -0.55], [0.28, 0.12, -0.36], [0.29, 0.03, 0.07], [-0.24, 0.12, -0.33], [0.09, -0.67, 0.01], [-0.13, 0.00, 0.03], [-0.01, 0.08, -0.09], [0.22, -0.10, -0.04], [0.13, -0.07, -0.15], [-0.34, -0.11, -0.02], [-0.14, 0.19, 0.22], [0.06, -0.16, -0.07], [0.07, -0.33, -0.28], [-0.21, 0.22, 0.09], [-0.04, -0.03, -0.09], [0.10, 0.01, -0.19], [-0.04, 0.02, 0.11], [0.02, 0.13, 0.28], [-0.30, 0.25, 0.09], [0.34, -0.21, 0.34], [0.01, -0.25, 0.39], [0.05, -0.27, 0.09], [-0.10, -0.09, 0.12], [-0.05, 0.25, -0.30], [0.17, -0.03, -0.12], [-0.34, -0.18, 0.06]], "total_energy_ev": -90686.4342, "orbital_gap_ev": 9.15, "relative_energy_kj_mol": 0.00}